[1]
The following is a quantum chemistry calculation of the molecule C11H17NO4S at a distorted geometry, from OMol25.

Output
SMILES: COc1ccc(OS(N)(=O)=O)c(CC(C)C)c1
HOMO-LUMO gap: 9.0 eV
LUMO: 0.019 Eh
E_tot: -1183.24727 Eh
Strongest force on any atom: 1.39 eV Å⁻¹
Relative energy (zero: lowest compared OMol25 entry of this formula, charge and spin): 0.000 eV

ORCA input file:
```
! wB97M-V def2-TZVPD RIJCOSX def2/J DEFGRID3
* xyz 0 1
C 3.18924 3.97068 0.25595
O 3.12483 2.63266 0.68984
C 2.15735 1.82786 0.17286
C 1.21159 2.22021 -0.76776
C 0.27814 1.30318 -1.22497
C 0.28318 0.00621 -0.75081
O -0.64162 -0.91742 -1.23092
S -2.15857 -0.46383 -1.10092
N -2.83646 -1.97449 -1.04078
O -2.35054 0.19479 0.14895
O -2.59075 0.17388 -2.29875
C 1.20482 -0.40303 0.21616
C 1.12260 -1.78851 0.78161
C -0.01606 -1.88953 1.81448
C -0.30422 -3.35447 2.13337
C 0.34122 -1.12299 3.08443
C 2.13916 0.51729 0.65396
H 4.02528 4.41384 0.79476
H 3.37757 4.03523 -0.82028
H 2.27224 4.51633 0.49897
H 1.18394 3.22717 -1.15049
H -0.46848 1.58744 -1.94990
H -3.22168 -2.17942 -0.13516
H -3.49704 -2.11996 -1.78393
H 0.92057 -2.48693 -0.03225
H 2.06816 -2.05970 1.25405
H -0.91256 -1.43716 1.37780
H -0.60840 -3.89046 1.23696
H -1.10175 -3.43396 2.86888
H 0.58341 -3.83637 2.53949
H -0.47749 -1.17088 3.79860
H 0.53339 -0.07813 2.85515
H 1.22877 -1.54804 3.55027
H 2.87390 0.23820 1.39302
*
```

Calculated atomic charges, method Löwdin, unit e: number 1, C, carries -0.0884; number 2, O, carries -0.0817; number 3, C, carries -0.2638; number 4, C, carries -0.0018; number 5, C, carries -0.0005; number 6, C, carries -0.2596; number 7, O, carries -0.1567; number 8, S, carries 0.5515; number 9, N, carries -0.0320; number 10, O, carries -0.2466; number 11, O, carries -0.2525; number 12, C, carries -0.1522; number 13, C, carries -0.1128; number 14, C, carries -0.4199; number 15, C, carries -0.0750; number 16, C, carries -0.0617; number 17, C, carries 0.0495; number 18, H, carries 0.0928; number 19, H, carries 0.0955; number 20, H, carries 0.0960; number 21, H, carries 0.1053; number 22, H, carries 0.1166; number 23, H, carries 0.0728; number 24, H, carries 0.0717; number 25, H, carries 0.1224; number 26, H, carries 0.1261; number 27, H, carries 0.1078; number 28, H, carries 0.0742; number 29, H, carries 0.0753; number 30, H, carries 0.0808; number 31, H, carries 0.0784; number 32, H, carries 0.0739; number 33, H, carries 0.0833; number 34, H, carries 0.1312



[2]
The following is a quantum chemistry calculation of a 12-piece molecular cluster, ClH22O15 overall at a distorted geometry, from OMol25.

Output
HOMO-LUMO gap: 10.1 eV
LUMO: 0.091 Eh
E_tot: -1601.81196 Eh
Strongest force on any atom: 4.38 eV Å⁻¹
Relative energy (zero: lowest compared OMol25 entry of this formula, charge and spin): 0.987 eV

ORCA input file:
```
! wB97M-V def2-TZVPD RIJCOSX def2/J DEFGRID3
* xyz -1 1
Cl -1.17026 -0.67968 0.41326
O -1.32526 -1.52768 -0.85574
O -0.84526 -1.51668 1.57026
O -0.03226 0.28632 0.19126
O -2.46426 0.12132 0.63126
O -0.11626 1.09932 -2.42874
H -1.01026 1.39732 -2.32074
H 0.31874 1.06432 -1.54174
O 1.48974 -1.15868 -2.33874
H 2.28774 -0.99868 -1.74174
H 1.02874 -0.36968 -2.51074
O -1.28626 -1.74468 -3.45374
H -1.23226 -1.56068 -2.51174
H -2.18726 -1.96168 -3.50574
O 2.14774 -2.67868 2.32026
H 1.81474 -2.78468 1.41826
H 2.28374 -1.77168 2.23026
O -2.06226 2.38432 2.03126
H -1.53626 2.21532 2.79726
H -2.20926 1.51932 1.70626
O 1.03674 -3.11368 -0.18374
H 0.18074 -2.88768 0.19426
H 0.95674 -2.68468 -0.99974
O -1.04826 3.04332 -0.20274
H -0.26426 2.53732 -0.23374
H -1.40426 2.67132 0.64426
O -2.85626 1.12632 -1.99674
H -2.63126 0.59532 -1.21074
H -2.81726 2.01832 -1.67674
O 2.02974 1.76132 -0.58174
H 2.12974 2.68632 -0.77874
H 2.47074 1.30932 -1.30774
O 0.39574 -0.30968 3.81326
H 0.29174 -0.87868 3.00326
H 0.21774 -0.91468 4.53326
O 2.73374 0.30932 1.83826
H 2.16774 0.98632 2.12826
H 2.51674 0.41032 0.91726
*
```

Calculated atomic charges, method Löwdin, unit e: number 1, Cl, carries 0.8961; number 2, O, carries -0.3482; number 3, O, carries -0.3242; number 4, O, carries -0.3622; number 5, O, carries -0.3549; number 6, O, carries -0.0791; number 7, H, carries -0.0106; number 8, H, carries -0.0131; number 9, O, carries -0.0499; number 10, H, carries 0.0841; number 11, H, carries -0.0436; number 12, O, carries -0.0466; number 13, H, carries -0.0455; number 14, H, carries -0.0005; number 15, O, carries -0.0527; number 16, H, carries -0.0169; number 17, H, carries -0.0544; number 18, O, carries -0.0078; number 19, H, carries 0.0588; number 20, H, carries -0.0255; number 21, O, carries -0.0325; number 22, H, carries 0.0095; number 23, H, carries -0.0205; number 24, O, carries -0.0681; number 25, H, carries -0.0443; number 26, H, carries -0.0266; number 27, O, carries -0.0555; number 28, H, carries -0.0066; number 29, H, carries 0.0224; number 30, O, carries -0.0297; number 31, H, carries 0.0671; number 32, H, carries 0.0591; number 33, O, carries -0.0837; number 34, H, carries 0.0041; number 35, H, carries 0.0280; number 36, O, carries -0.0253; number 37, H, carries 0.0072; number 38, H, carries -0.0080



[3]
The following is a quantum chemistry calculation of C6H17BrLi2O5 as an isolated structure at a distorted geometry, from OMol25.

Output
HOMO-LUMO gap: 3.8 eV
LUMO: -0.080 Eh
E_tot: -3203.88080 Eh
Strongest force on any atom: 4.59 eV Å⁻¹

ORCA input file:
```
! wB97M-V def2-TZVPD RIJCOSX def2/J DEFGRID3
* xyz 0 1
Li -1.58613 -4.33676 -2.38934
Li -1.34167 -1.27762 0.74830
Br -0.13860 -4.86086 1.56089
C -2.51721 2.25814 -2.71887
C -2.54950 1.02788 -3.56063
O -2.08315 -0.05276 -2.80060
H -3.03581 2.12663 -1.76920
H -2.89138 3.14550 -3.22944
H -1.50347 2.47899 -2.38475
H -1.94933 1.19210 -4.45558
H -3.59128 0.75592 -3.73036
C 4.32852 -1.31890 -1.59445
C 5.36957 -1.94378 -0.75811
O 6.33288 -2.87528 -1.24474
O 3.11646 -0.79098 -1.05409
H 3.95370 -2.07516 -2.28416
H 4.78306 -0.58683 -2.26196
H 4.82441 -2.38431 0.07666
H 6.07646 -1.27889 -0.26179
H 7.11270 -2.94069 -0.68869
H 2.49800 -0.80496 -1.78820
C -1.94729 1.41706 4.22224
C -3.17598 1.74627 3.48109
O -3.73395 0.58177 2.76354
O -0.94492 1.06142 3.25397
H -2.09178 0.57765 4.90240
H -1.68213 2.33159 4.75273
H -3.00535 2.65381 2.90198
H -3.91615 2.17242 4.15833
H -4.63903 0.79660 2.52634
H -0.07171 1.20415 3.62645
*
```

Calculated atomic charges, method Löwdin, unit e: number 1, Li, carries 0.8343; number 2, Li, carries 0.7621; number 3, Br, carries -0.7615; number 4, C, carries -0.1623; number 5, C, carries -0.5491; number 6, O, carries -0.4724; number 7, H, carries 0.0516; number 8, H, carries 0.0552; number 9, H, carries 0.0548; number 10, H, carries 0.0780; number 11, H, carries 0.0736; number 12, C, carries -0.2565; number 13, C, carries -0.2585; number 14, O, carries -0.0683; number 15, O, carries -0.0607; number 16, H, carries 0.1218; number 17, H, carries 0.1203; number 18, H, carries 0.1208; number 19, H, carries 0.1181; number 20, H, carries 0.0842; number 21, H, carries 0.0817; number 22, C, carries -0.2446; number 23, C, carries -0.2347; number 24, O, carries -0.0691; number 25, O, carries -0.0744; number 26, H, carries 0.1259; number 27, H, carries 0.1264; number 28, H, carries 0.1221; number 29, H, carries 0.1183; number 30, H, carries 0.0779; number 31, H, carries 0.0849



Q: Which of these has the highest strongest force on any atom?
A: C6H17BrLi2O5



Q: Among the records above, which one has the lowest E_tot?
A: C6H17BrLi2O5



Q: Among the records above, which one has the lowest LUMO?
A: C6H17BrLi2O5